DFT (the ωB97M-V functional and the def2-TZVPD basis) results for C6H9O5Pr as an isolated structure.

Structure (XYZ):
```
21
Properties=species:S:1:pos:R:3:mulliken_spin:R:1
C 0.23 2.07 -1.59 0.0008
O -0.24 1.08 -0.63 0.0007
C -1.34 1.29 0.04 0.0020
O -1.78 0.34 0.74 -0.0015
C -0.91 -0.83 1.09 -0.0682
C -1.14 -1.94 0.09 0.0021
O 0.02 -1.92 -0.79 -0.0047
C 0.06 -2.93 -1.79 -0.0002
Pr 1.33 -0.60 0.40 2.0772
H 1.00 1.55 -2.17 -0.0005
H -0.64 2.38 -2.19 -0.0003
H 0.64 2.94 -1.08 0.0000
H -1.26 -1.09 2.09 -0.0017
H -2.05 -1.83 -0.52 -0.0013
H -1.15 -2.91 0.61 -0.0010
H 0.36 -3.89 -1.34 -0.0001
H -0.93 -3.03 -2.26 -0.0002
H 0.79 -2.62 -2.54 -0.0005
O -2.46 3.45 -0.23 -0.0004
C -1.69 2.88 0.53 0.0007
O -0.98 3.22 1.48 -0.0028
```

Calculated values
orbital gap (alpha / beta)	4.665 / 6.003	eV
2S+1	3
total charge	+2

DFT (the ωB97M-V functional and the def2-TZVPD basis) results for a 8-piece molecular cluster, C6H28N2O7 overall.

Structure (XYZ):
```
43
Properties=species:S:1:pos:R:3:nbo_charge:R:1
C -1.91 2.32 -0.43 -0.3868
C -1.52 1.16 -0.81 -0.1539
C -0.81 0.43 0.29 -0.4513
C -1.69 -0.68 0.80 -0.0738
N -1.68 -0.65 2.29 -0.8375
C -1.15 -2.08 0.35 -0.2152
N -0.52 -2.16 -1.01 -0.6721
C -0.11 -3.54 -1.33 -0.4229
H -2.79 2.82 -1.00 0.1805
H -1.69 2.70 0.48 0.1832
H -1.78 0.72 -1.69 0.1603
H 0.22 -0.03 -0.30 0.2109
H -0.51 1.07 1.10 0.2169
H -2.70 -0.62 0.46 0.2096
H -0.84 -0.28 2.69 0.3548
H -2.44 -0.08 2.65 0.3607
H -0.23 -2.20 1.06 0.2053
H -1.94 -2.75 0.54 0.1843
H -1.11 -1.85 -1.79 0.3547
H 0.31 -3.68 -2.44 0.2005
H -1.17 -4.15 -1.39 0.1560
H 0.66 -4.04 -0.61 0.2175
O 0.93 0.92 -4.11 -0.9265
H 0.61 0.07 -4.08 0.4694
H 0.48 1.54 -3.77 0.4588
O 2.08 -0.72 2.51 -0.9850
H 2.41 -0.36 1.65 0.5128
H 2.73 -1.07 2.99 0.4702
O 1.16 1.68 2.95 -0.9633
H 1.17 0.75 2.67 0.5113
H 1.40 1.66 3.85 0.4845
O -3.31 -1.03 -1.84 -0.9303
H -3.15 -1.69 -2.52 0.4694
H -3.03 -0.16 -2.29 0.4711
O 2.37 3.34 1.49 -0.9618
H 1.93 2.66 2.04 0.5012
H 1.65 3.85 1.10 0.4666
O 2.70 2.06 -0.59 -0.9952
H 3.41 2.37 -1.16 0.4752
H 2.57 2.74 0.09 0.4872
O 2.68 -0.51 -0.11 -1.0061
H 1.86 -0.91 -0.62 0.5040
H 2.78 0.42 -0.17 0.5049
```

Calculated values
SMILES	C=CC[C@H](N)CNC.O.O.O.O.O.O.O
orbital gap	8.887	eV

DFT (the ωB97M-V functional and the def2-TZVPD basis) results for one molecule with the formula C5H10O2.

Structure (XYZ):
```
17
Properties=species:S:1:pos:R:3:nbo_charge:R:1
C -0.16 0.46 -2.30 -0.2506
O 0.38 -0.20 -1.19 -0.5231
C 0.29 0.58 -0.03 0.0501
C -1.09 0.70 0.61 -0.1006
O -0.64 0.22 1.87 -0.5655
C 0.76 -0.12 1.24 0.0958
C 0.70 -1.61 1.25 -0.7152
H -1.23 0.69 -2.16 0.1665
H 0.37 1.40 -2.50 0.1668
H -0.06 -0.20 -3.16 0.1983
H 0.78 1.55 -0.18 0.1725
H -1.86 0.08 0.11 0.1751
H -1.46 1.72 0.71 0.1779
H 1.54 0.36 1.84 0.2039
H 1.40 -2.13 1.92 0.2190
H -0.31 -1.41 1.70 0.2937
H 0.60 -2.09 0.27 0.2352
```

Calculated values
SMILES	CO[C@H]1CO[C@H]1C
orbital gap	10.678	eV

DFT (the ωB97M-V functional and the def2-TZVPD basis) results for C19H20AuN3OS2 as an isolated structure.

Structure (XYZ):
```
46
Properties=species:S:1:pos:R:3:nbo_charge:R:1
Au -0.25 0.35 -0.39 1.3374
S -0.33 -0.90 -4.61 0.5862
C 1.26 -1.07 -4.03 -0.3551
C 1.41 -0.74 -2.71 -0.2945
C 0.16 -0.34 -2.20 -0.1013
C -0.87 -0.36 -3.09 -0.3476
C -2.15 0.10 -2.62 0.2142
C -3.36 0.10 -3.29 -0.2106
C -4.50 0.56 -2.64 -0.0832
C -4.41 1.00 -1.32 -0.2408
C -3.18 0.99 -0.70 0.0694
N -2.09 0.55 -1.34 -0.4693
H 2.03 -1.41 -4.71 0.2728
H 2.34 -0.79 -2.18 0.2526
H -3.41 -0.26 -4.31 0.2568
H -5.45 0.57 -3.15 0.2564
H -5.27 1.36 -0.79 0.2595
H -3.04 1.33 0.32 0.2295
C -1.13 4.38 2.96 -0.3953
N -0.74 2.99 3.29 -0.4416
C -0.42 2.57 4.67 -0.3960
C -0.62 2.13 2.33 0.6556
N -0.53 1.37 1.46 -0.6525
H -1.36 4.88 3.89 0.2387
H -2.02 4.38 2.33 0.2210
H -0.32 4.90 2.46 0.2242
H -0.59 3.43 5.32 0.2395
H 0.63 2.28 4.75 0.2168
H -1.06 1.75 4.98 0.2235
C 2.91 -2.65 1.27 -0.7902
S 2.14 -1.06 1.45 1.2602
O 1.08 -1.14 0.31 -0.9803
C 1.28 -1.29 2.97 -0.3157
C 1.79 -0.67 4.10 -0.2066
C 1.17 -0.88 5.32 -0.1998
C 0.05 -1.69 5.39 -0.1633
C -0.47 -2.29 4.25 -0.2053
C 0.15 -2.10 3.02 -0.1531
H 2.14 -3.42 1.32 0.2594
H 3.63 -2.76 2.08 0.2693
H 3.42 -2.67 0.31 0.2628
H 2.67 -0.04 4.02 0.2379
H 1.58 -0.43 6.21 0.2424
H -0.43 -1.86 6.35 0.2432
H -1.35 -2.92 4.32 0.2417
H -0.23 -2.58 2.13 0.2308
```

Calculated values
orbital gap	6.968	eV
total charge	+2

DFT (the ωB97M-V functional and the def2-TZVPD basis) results for a 2-piece molecular cluster, C3H2O overall.

Structure (XYZ):
```
6
Properties=species:S:1:pos:R:3:nbo_charge:R:1
O -0.95 -2.19 -0.52 -0.4828
C 0.07 -2.02 -0.98 0.4961
C 0.50 0.65 0.03 -0.2521
C -0.08 1.45 0.73 -0.2305
H 0.99 -0.08 -0.58 0.2316
H -0.56 2.18 1.34 0.2377
```

Calculated values
orbital gap	11.831	eV

DFT (the ωB97M-V functional and the def2-TZVPD basis) results for B4CuF16 as an isolated structure.

Structure (XYZ):
```
21
Properties=species:S:1:pos:R:3:nbo_charge:R:1
Cu -4.39 16.64 -2.21 1.6911
B -2.87 15.00 -0.46 1.3446
F -1.79 15.41 0.30 -0.5624
F -2.56 15.10 -1.84 -0.5711
F -3.26 13.70 -0.10 -0.5629
F -4.00 15.87 -0.28 -0.5675
B -4.25 16.60 -4.88 1.3183
F -3.17 17.46 -4.56 -0.5686
F -3.92 15.31 -4.39 -0.5646
F -5.34 17.04 -4.08 -0.5575
F -4.53 16.58 -6.24 -0.5561
B -3.93 19.13 -1.49 1.3147
F -4.86 19.22 -2.54 -0.5581
F -4.55 18.59 -0.35 -0.5599
F -2.98 18.13 -1.90 -0.5611
F -3.32 20.35 -1.23 -0.5577
B -6.78 15.34 -1.90 1.3401
F -7.19 14.75 -0.71 -0.5569
F -5.54 14.82 -2.37 -0.5608
F -7.72 15.16 -2.92 -0.5642
F -6.52 16.72 -1.67 -0.5793
```

Calculated values
orbital gap (alpha / beta)	12.158 / 9.579	eV
2S+1	2
total charge	-2